A structure of composition C2H4INO2 in a non-equilibrium geometry. Source: the Open Molecules 2025 dataset; level of theory: ωB97M-V/def2-TZVPD.

Summary:
ΔE to the lowest compared entry with this formula, charge and spin, kcal per mole: 28.8
Gap between HOMO and LUMO, eV: 8.92

```
10
Properties=species:S:1:pos:R:3:forces:R:3:lowdin_charge:R:1
C 1.76599 -0.17059 -0.13924 -3.829 0.671 1.921 -0.687
C -0.61606 -0.40544 0.03316 -1.106 -4.879 2.193 -0.178
N 2.74763 0.73152 -0.01844 1.809 2.747 0.136 -0.395
O 1.84864 -1.35866 -0.08481 0.655 -0.415 -0.813 0.034
O 0.43210 0.44484 -0.03168 4.283 1.372 -1.649 -0.109
I 4.65655 -0.01943 0.02244 -0.524 0.249 -0.006 0.874
H -1.37239 0.13775 0.59901 -0.500 -0.029 -0.739 0.079
H -0.30471 -1.26048 0.83500 -0.876 1.480 -1.900 0.127
H -0.99771 -1.03091 -0.90305 0.948 1.893 1.579 0.129
H 2.74275 1.80299 0.18769 -0.861 -3.088 -0.721 0.126
```
Forces are in eV/Å.